Entry 1:
Formula: C6H10O
Source: the OMol25 dataset
Level of theory: ωB97M-V/def2-TZVPD

Structure (ORCA input):
```
! RIJCOSX wB97M-V def2-TZVPD def2/J DEFGRID3
* xyz 0 1
O -0.26975 -2.82699 2.65637
C -0.58652 -2.03645 1.81198
C 0.50506 -1.03854 1.30991
C 0.49793 -1.14389 -0.19534
C 0.39897 0.19266 -0.91905
C -0.31780 1.26972 -0.61597
C -0.31872 2.47328 -1.53303
H -1.66800 -1.72749 1.64652
H 0.24367 -0.02471 1.67918
H 1.38918 -1.25302 1.89756
H 1.36734 -1.74486 -0.51564
H -0.51748 -1.73042 -0.41660
H 1.06519 0.00250 -1.77649
H -1.02474 1.32039 0.21431
H 0.57217 3.05804 -1.21215
H -1.18457 3.11821 -1.48749
H -0.15194 2.09158 -2.54406
*
```

## Properties
Calculated total energy ... -8429.583 eV
HOMO energy ... -0.344 hartree
Energy relative to the best compared isomer or geometry (same formula, charge and spin) ... 1.657 eV
Gap between HOMO and LUMO ... 10.40 eV
M ... 98.1 u
SMILES string ... C/C=C/CCC=O



Entry 2:
Formula: C6H7OPS
Source: the OMol25 dataset
Level of theory: ωB97M-V/def2-TZVPD

Structure (ORCA input):
```
! RIJCOSX wB97M-V def2-TZVPD def2/J DEFGRID3
* xyz 0 1
C 0.96425 -1.39832 0.73970
C -0.34940 -1.42469 0.76543
C -2.58227 -0.50182 0.32565
C -1.24495 -0.65755 0.11006
C -0.51001 0.09018 -0.97759
C 1.55620 1.51800 0.52418
O 2.28240 -0.44183 -1.45884
P 1.30160 0.00314 -0.42540
S -3.71225 0.49125 -0.35529
H 1.56558 -2.21763 0.83893
H -2.88987 -1.29809 0.90799
H -0.39944 -0.33077 -2.00392
H -1.04578 1.12202 -1.06304
H 1.11792 2.38974 0.06524
H 1.28949 1.08094 1.52041
H 2.65654 1.57545 0.48649
*
```

## Properties
Calculated total energy ... -28503.121 eV
HOMO energy ... -0.320 hartree
Energy relative to the best compared isomer or geometry (same formula, charge and spin) ... 1.470 eV
Gap between HOMO and LUMO ... 6.52 eV
M ... 158.2 u
SMILES string ... C[P@@]1(=O)C=C=C(C=S)C1



Entry 3:
Formula: C53H74N3
Source: the OMol25 dataset
Level of theory: ωB97M-V/def2-TZVPD

Structure (ORCA input):
```
! RIJCOSX wB97M-V def2-TZVPD def2/J DEFGRID3
* xyz 1 1
C 2.72227 -2.42717 5.85496
C 1.20353 -2.54248 5.63888
C 0.73723 -3.97739 5.90447
C 0.82664 -2.02637 4.26305
C 0.67975 -2.87042 3.15634
C 0.52442 -2.35562 1.87062
C 0.59068 -3.28005 0.65346
C 0.29578 -4.74055 0.99087
C 1.86220 -3.11874 -0.17659
C 0.29702 -0.94926 1.69159
C -0.30465 -0.42389 0.44718
N -1.57144 -0.87838 0.04234
C -2.32043 -1.99879 0.57021
C -2.56651 -3.11910 -0.24839
C -2.18434 -3.16689 -1.73171
C -3.32006 -2.56596 -2.54484
C -1.80263 -4.56881 -2.20096
C -3.23531 -4.21685 0.30600
C -3.55050 -4.24616 1.65757
C -3.33977 -3.12594 2.45379
C -2.79094 -1.96650 1.90267
C -2.89511 -0.64741 2.67694
C -2.84077 -0.85731 4.18928
C -4.16878 0.10022 2.26876
N -1.94285 -0.30860 -1.11171
N -0.97327 0.60108 -1.39775
C -0.93152 1.11825 -2.75427
C -0.23573 0.39118 -3.74175
C 0.21529 -1.05889 -3.50825
C 1.72265 -1.26149 -3.45497
C -0.39682 -1.99594 -4.55270
C -0.11104 0.95333 -5.01441
C -0.74527 2.16030 -5.31352
C -1.58106 2.75478 -4.37325
C -1.73542 2.21359 -3.10302
C -2.87482 2.75468 -2.22052
C -2.44882 3.26392 -0.85381
C -4.01686 1.74540 -2.07862
C 0.07478 0.50480 -0.47522
C 1.39253 1.20658 -0.69546
C 0.51506 -0.09464 2.81165
C 0.46986 1.43046 2.72380
C 1.77536 2.04124 3.23741
C -0.71718 2.04805 3.45579
C 0.75527 -0.65457 4.06587
H 3.06994 -1.40361 5.67094
H 2.99795 -2.70306 6.87988
H 3.25317 -3.09702 5.16350
H 0.71903 -1.87907 6.37225
H -0.33192 -4.08797 5.68682
H 1.30279 -4.68528 5.28543
H 0.89980 -4.24170 6.95634
H 0.71093 -3.94789 3.31276
H -0.23231 -2.94125 0.01048
H -0.61719 -4.81377 1.59570
H 0.13828 -5.32502 0.07662
H 1.13075 -5.19093 1.54624
H 2.01633 -2.06705 -0.45275
H 2.74341 -3.45851 0.38921
H 1.78893 -3.71271 -1.10074
H -1.30620 -2.51936 -1.85638
H -3.36058 -1.49373 -2.32034
H -3.17665 -2.70508 -3.62137
H -4.27011 -3.03189 -2.24972
H -1.04681 -5.01715 -1.54168
H -2.68781 -5.21781 -2.21779
H -1.38792 -4.53916 -3.21688
H -3.48649 -5.07152 -0.32693
H -4.00226 -5.13650 2.09181
H -3.62568 -3.13604 3.50982
H -2.01753 -0.06019 2.38458
H -2.03881 -1.55398 4.46324
H -2.65184 0.09035 4.70915
H -3.79967 -1.25467 4.55131
H -4.21607 0.21804 1.17747
H -5.04286 -0.48327 2.59148
H -4.21450 1.09361 2.73310
H -0.20482 -1.33012 -2.52936
H 2.18698 -0.66686 -2.66042
H 1.93757 -2.32023 -3.25041
H 2.18256 -0.97815 -4.41243
H -1.48601 -1.87430 -4.59591
H 0.01555 -1.77648 -5.54596
H -0.17280 -3.04222 -4.30533
H 0.47982 0.43043 -5.77683
H -0.59531 2.63642 -6.28596
H -2.13689 3.66432 -4.62726
H -3.26360 3.61983 -2.78026
H -1.79041 4.13657 -0.94519
H -3.32538 3.55856 -0.26384
H -1.94040 2.46050 -0.30770
H -4.42928 1.48124 -3.05769
H -3.64774 0.83089 -1.60016
H -4.81478 2.16476 -1.45182
H 1.91894 0.65024 -1.49352
H 1.98032 1.01678 0.21740
H 0.35650 1.67441 1.66448
H 2.63902 1.61736 2.70924
H 1.77411 3.13059 3.10731
H 1.90540 1.82453 4.30443
H -1.67217 1.73205 3.01685
H -0.70906 1.76502 4.51800
H -0.66753 3.14340 3.38548
H 0.87502 0.01842 4.92533
C 0.83636 3.56709 0.05890
C 1.40222 2.65740 -1.03476
C 2.73594 3.27740 -1.52126
C 2.80786 3.78921 -2.83891
C 1.71705 3.53681 -3.84047
C 3.89873 4.55614 -3.24472
C 4.91888 4.87367 -2.34741
C 6.02843 5.78580 -2.77243
C 4.86781 4.34610 -1.05743
C 3.80709 3.54160 -0.63536
C 3.88483 3.05967 0.78027
H -0.23986 3.44743 0.16006
H 1.30346 3.33513 1.02082
H 1.00393 4.62378 -0.20429
H 0.70995 2.77410 -1.87876
H 2.06759 3.73734 -4.85760
H 1.39685 2.49055 -3.81913
H 0.83069 4.16345 -3.67313
H 3.93061 4.93354 -4.27184
H 6.79906 5.81777 -1.99517
H 6.46623 5.43743 -3.71933
H 5.65264 6.80785 -2.93692
H 5.67394 4.58508 -0.35389
H 4.92656 3.06061 1.12617
H 3.34507 3.71950 1.47185
H 3.51589 2.03708 0.89092
*
```

## Properties
Calculated total energy ... -60628.066 eV
HOMO energy ... -0.388 hartree
Gap between HOMO and LUMO ... 7.51 eV
M ... 753.2 u



Entry 4:
Formula: C19H40NNaO3
Source: the OMol25 dataset
Level of theory: ωB97M-V/def2-TZVPD

Structure (ORCA input):
```
! RIJCOSX wB97M-V def2-TZVPD def2/J DEFGRID3
* xyz 0 1
C 0.66044 -0.79185 3.83274
C 1.58021 -1.99141 3.36908
C 1.94676 -1.87420 1.83424
C 3.32986 -1.17598 1.59133
C 3.39871 -0.36878 0.23608
C 2.21150 0.67563 0.12526
C 2.59802 1.98580 -0.64947
C 2.22110 1.90783 -2.17724
C 2.19256 0.45492 -2.75450
C 0.74357 -0.20312 -2.72910
C 0.95021 -1.67142 -2.21954
C -0.21200 -2.68634 -2.56278
N -0.43825 -3.54544 -1.35611
C 1.63759 3.11130 -0.05524
O 0.30874 2.56565 0.08937
C -0.68128 3.24608 -0.67124
C -1.76613 3.89643 0.28911
O -2.97155 3.12224 0.20767
C -3.01452 2.15510 1.24527
C -4.34960 1.34001 1.08386
O -4.12934 0.39643 0.04399
C -4.84066 -0.82124 0.26512
C -4.01777 -1.96990 -0.44850
H 1.21947 0.16052 3.73740
H 0.30558 -0.96534 4.87542
H -0.25001 -0.82780 3.19335
H 0.99672 -2.92413 3.58100
H 2.49469 -2.07828 4.00575
H 1.08369 -1.37024 1.34966
H 2.02788 -2.93658 1.47740
H 4.11826 -1.95951 1.66818
H 3.49534 -0.46073 2.43560
H 3.38302 -1.13034 -0.57937
H 4.36871 0.17069 0.24043
H 1.27059 0.18058 -0.22149
H 2.01574 0.98589 1.18772
H 1.26313 2.41204 -2.45830
H 3.02644 2.45326 -2.73951
H 2.95983 -0.22193 -2.32537
H 2.44529 0.54093 -3.84656
H 0.22256 -0.12671 -3.70506
H 0.17736 0.38740 -1.96566
H 1.87598 -2.04298 -2.74299
H 1.19105 -1.66151 -1.13317
H -1.12761 -2.14346 -2.86240
H 0.18409 -3.36729 -3.35137
H -0.65713 -2.95722 -0.55431
H 0.45434 -4.00148 -1.15104
H 2.07680 3.41025 0.92748
H 1.70212 3.98726 -0.73722
H -0.29006 3.95497 -1.43090
H -1.24271 2.45821 -1.24161
H -1.39175 3.82479 1.33357
H -1.91562 4.94938 -0.02557
H -2.13265 1.46727 1.19368
H -3.04194 2.65203 2.24409
H -5.15751 2.07192 0.86397
H -4.54518 0.87902 2.07929
H -4.93280 -1.05533 1.34664
H -5.83473 -0.78961 -0.24533
H -4.53185 -2.33931 -1.35835
H -3.00008 -1.57543 -0.63916
H -3.92134 -2.82105 0.27011
Na 1.89967 -5.13602 -1.51428
*
```

## Properties
Calculated total energy ... -32392.368 eV
HOMO energy ... -0.155 hartree
Gap between HOMO and LUMO ... 1.96 eV
M ... 353.5 u



Entry 5:
Formula: C2H2INO2
Source: the OMol25 dataset
Level of theory: ωB97M-V/def2-TZVPD

Structure (ORCA input):
```
! RIJCOSX wB97M-V def2-TZVPD def2/J DEFGRID3
* xyz 0 1
C -1.25844 1.21236 -0.21995
C 1.41630 -1.25176 0.60625
N 1.26109 -0.70029 -0.44034
O -1.18410 0.07464 -0.48103
O 1.43630 -0.11772 -1.45566
I 0.80308 -2.55494 2.05762
H -0.41073 1.55107 0.44757
H -2.06350 1.78663 -0.51446
*
```

## Properties
Calculated total energy ... -15787.400 eV
HOMO energy ... -0.342 hartree
Energy relative to the best compared isomer or geometry (same formula, charge and spin) ... 4.712 eV
Gap between HOMO and LUMO ... 8.82 eV
M ... 198.9 u
SMILES string ... [O-][N+]#CI.C=O



Entry 6:
Formula: C5H7N3O
Source: the OMol25 dataset
Level of theory: ωB97M-V/def2-TZVPD

Structure (ORCA input):
```
! RIJCOSX wB97M-V def2-TZVPD def2/J DEFGRID3
* xyz 0 1
C 1.32683 1.18457 0.91466
C -0.17927 0.82053 -1.02637
C -0.60811 -1.65225 -1.06557
C -0.33129 -1.28345 0.32459
C -1.43338 -0.78417 1.21628
H 2.46769 1.75472 0.87001
H 0.74829 1.28906 1.91397
H 1.62253 -0.07437 0.65264
H 0.18380 2.70248 -0.28528
H 0.00945 -2.50899 -1.38469
H -1.53159 -1.49974 -1.76388
H 0.35364 -1.99634 0.82961
N 0.41240 1.79008 -0.17072
N 0.17883 -0.53980 -0.70444
N -2.39364 -0.27891 1.66939
O -0.82618 1.07657 -1.99022
*
```

## Properties
Calculated total energy ... -11812.761 eV
HOMO energy ... -0.366 hartree
Energy relative to the best compared isomer or geometry (same formula, charge and spin) ... 3.629 eV
Gap between HOMO and LUMO ... 10.64 eV
M ... 125.1 u
SMILES string ... CNC(=O)N1C[C@@H]1C#N



Entry 7:
Formula: C61H57BrN2O4P2ReSb
Source: the OMol25 dataset
Level of theory: ωB97M-V/def2-TZVPD

Structure (ORCA input):
```
! RIJCOSX wB97M-V def2-TZVPD def2/J DEFGRID3
* xyz 1 4
Re -0.48492 2.13482 0.10559
C -1.07146 5.33373 1.02975
P -0.34012 3.88043 1.89720
C -1.54754 3.77370 3.25224
C -1.24460 3.69145 4.60887
C -2.26614 3.62582 5.54665
C -3.59435 3.61461 5.14042
C -3.90102 3.66096 3.78767
C -2.88465 3.74225 2.84708
C 1.29372 4.59043 2.25511
C 2.01407 4.94916 1.10792
C 3.23199 5.59951 1.21443
C 3.75225 5.89036 2.47169
C 3.05368 5.51812 3.60892
C 1.82843 4.86900 3.50528
C -1.85045 4.86566 -0.14602
C -2.67172 5.55612 -0.97935
C -3.19265 4.63091 -1.93577
C -2.67336 3.41084 -1.64617
C -2.99068 2.08300 -2.23539
P -1.83189 0.76636 -1.64703
C -3.07794 -0.41137 -1.00178
C -3.76387 -1.31927 -1.80864
C -4.80879 -2.06648 -1.28040
C -5.20322 -1.89429 0.03909
C -4.55164 -0.96434 0.83695
C -3.49324 -0.22928 0.32136
C -1.21051 0.13819 -3.23398
C -1.09102 -1.22192 -3.49382
C -0.66581 -1.65877 -4.74197
C -0.33679 -0.73642 -5.72462
C -0.41023 0.62598 -5.45130
C -0.83436 1.06248 -4.20830
N -1.82517 3.52159 -0.54236
H -1.71248 5.87135 1.72377
H -0.27779 6.01404 0.73355
H -0.22010 3.65770 4.94597
H -2.02064 3.57446 6.60068
H -4.38778 3.56301 5.87713
H -4.93274 3.64152 3.45879
H -3.13927 3.78520 1.79229
H 1.61153 4.72348 0.12303
H 3.76855 5.89105 0.31852
H 4.70102 6.40670 2.56095
H 3.45877 5.74158 4.58848
H 1.30699 4.59723 4.40857
H -2.88858 6.61519 -0.91734
H -3.88981 4.84859 -2.73483
H -3.98905 1.77361 -1.93545
H -2.97700 2.11254 -3.31927
H -3.50791 -1.44047 -2.85081
H -5.32592 -2.77715 -1.91352
H -6.02314 -2.47721 0.44069
H -4.86982 -0.80314 1.86018
H -2.99081 0.48582 0.95534
H -1.35108 -1.95289 -2.73947
H -0.60082 -2.72186 -4.94198
H -0.01630 -1.07691 -6.70231
H -0.13496 1.34854 -6.20951
H -0.85169 2.12543 -3.98886
N 1.48489 1.03979 0.64603
C 2.75825 1.76471 0.37145
C 2.95980 2.00952 -1.12358
C 1.63518 1.74140 -1.78079
O 1.46721 0.72685 -2.39586
O 0.66296 2.64239 -1.50612
H 1.44216 0.92186 1.65296
H 1.51659 0.10247 0.23616
H 3.59465 1.20659 0.78094
H 2.68511 2.70006 0.90577
H 3.68034 1.32478 -1.55219
H 3.29206 3.03628 -1.28582
Br -2.12941 -3.70479 6.55177
C -1.62361 -2.28394 5.42139
C -1.42166 -2.53093 4.07167
C -1.06677 -1.47516 3.24540
C -0.89080 -0.20019 3.76994
C -1.07578 0.02664 5.12710
C -1.45744 -1.01657 5.95651
C -0.46203 0.90147 2.86550
O 0.44133 1.66708 3.19278
O -1.06075 0.92791 1.68515
H -1.54108 -3.53189 3.67886
H -0.91261 -1.63216 2.18547
H -0.93092 1.01934 5.53458
H -1.61819 -0.85116 7.01396
C 3.17911 -5.17571 -1.60253
C 3.36903 -4.32291 -2.83310
C 4.28293 -4.73325 -3.80368
C 4.51707 -3.98406 -4.95030
C 3.84113 -2.79075 -5.15118
C 2.92778 -2.35810 -4.19635
C 2.67952 -3.11258 -3.04751
Sb 1.22380 -2.28554 -1.71710
C -0.20007 -3.93720 -1.88757
C -0.03282 -4.80617 -2.97665
C -1.01525 -5.72890 -3.32121
C -2.19872 -5.77774 -2.59827
C -2.38917 -4.90343 -1.53941
C -1.41082 -3.97542 -1.17577
C -1.68729 -3.05878 -0.01189
C 2.28934 -2.40901 0.16918
C 1.60002 -2.79743 1.32481
C 2.17674 -2.69969 2.58605
C 3.46231 -2.19465 2.70759
C 4.16098 -1.81379 1.57045
C 3.59911 -1.90123 0.29308
C 4.44373 -1.49612 -0.89516
H 3.56004 -6.18351 -1.77311
H 2.13051 -5.25237 -1.32054
H 3.71727 -4.75347 -0.74941
H 4.82414 -5.66295 -3.65450
H 5.22795 -4.33805 -5.68893
H 4.02144 -2.19862 -6.04122
H 2.40029 -1.41817 -4.34187
H 0.87148 -4.76469 -3.57031
H -0.85171 -6.40203 -4.15662
H -2.97268 -6.49062 -2.86228
H -3.32288 -4.92849 -0.98010
H -2.76077 -2.90133 0.12535
H -1.22057 -2.07795 -0.15854
H -1.29947 -3.49466 0.91168
H 0.59829 -3.20278 1.23941
H 1.62376 -3.02054 3.46287
H 3.92763 -2.10960 3.68234
H 5.17339 -1.43253 1.66848
H 5.27573 -0.86244 -0.57888
H 3.86745 -0.96076 -1.65262
H 4.86554 -2.37509 -1.38763
*
```

## Properties
Calculated total energy ... -172636.809 eV
HOMO energy (spin up / spin down) ... -0.360 / -0.360 hartree
Gap between HOMO and LUMO (spin up / spin down) ... 7.04 / 5.68 eV
M ... 1332.0 u